{"formula": "C45H56N10O6", "method": "ωB97M-V/def2-TZVPD", "species": ["C", "C", "O", "O", "C", "O", "C", "O", "C", "O", "O", "H", "H", "H", "H", "H", "H", "N", "C", "C", "C", "C", "H", "H", "H", "H", "H", "N", "C", "C", "C", "C", "H", "H", "H", "H", "H", "N", "C", "C", "C", "C", "H", "H", "H", "H", "H", "N", "C", "C", "C", "C", "H", "H", "H", "H", "H", "N", "C", "C", "C", "C", "H", "H", "H", "H", "H", "N", "C", "C", "C", "C", "H", "H", "H", "H", "H", "N", "C", "C", "C", "C", "H", "H", "H", "H", "H", "N", "C", "C", "C", "C", "H", "H", "H", "H", "H", "N", "C", "C", "C", "C", "H", "H", "H", "H", "H", "N", "C", "C", "C", "C", "H", "H", "H", "H", "H"], "xyz": [[-5.421, 6.023, 0.702], [-4.362, 5.967, -0.366], [-4.168, 6.889, -1.037], [-3.614, 4.809, -0.598], [-2.595, 4.672, 0.312], [-2.675, 3.909, 1.163], [-1.322, 5.499, 0.173], [-1.047, 6.266, 1.331], [-1.916, 7.311, 1.509], [-2.533, 7.370, 2.474], [-1.990, 8.287, 0.600], [-5.020, 6.606, 1.532], [-6.282, 6.534, 0.283], [-5.759, 5.049, 1.049], [-0.505, 4.789, 0.063], [-1.293, 6.120, -0.728], [-2.111, 7.937, -0.296], [0.049, 3.340, 2.616], [1.173, 2.797, 2.057], [1.345, 1.545, 2.586], [0.277, 1.324, 3.495], [-0.504, 2.450, 3.487], [-0.317, 4.255, 2.417], [1.751, 3.347, 1.333], [2.144, 0.863, 2.345], [0.102, 0.439, 4.084], [-1.404, 2.695, 4.026], [3.718, 2.186, -0.291], [3.713, 0.819, -0.320], [3.398, 0.426, -1.594], [3.210, 1.602, -2.366], [3.417, 2.671, -1.535], [3.914, 2.747, 0.518], [3.932, 0.245, 0.565], [3.314, -0.593, -1.936], [2.953, 1.659, -3.412], [3.376, 3.730, -1.722], [0.125, -2.463, 4.281], [0.267, -2.844, 2.974], [-0.906, -3.426, 2.576], [-1.794, -3.392, 3.684], [-1.131, -2.790, 4.719], [0.833, -2.012, 4.832], [1.187, -2.669, 2.443], [-1.106, -3.831, 1.597], [-2.805, -3.765, 3.716], [-1.441, -2.566, 5.726], [3.138, 5.184, -4.494], [3.273, 4.789, -5.797], [2.098, 4.201, -6.185], [1.216, 4.247, -5.073], [1.885, 4.861, -4.048], [3.848, 5.639, -3.949], [4.192, 4.959, -6.334], [1.893, 3.785, -7.158], [0.207, 3.872, -5.032], [1.580, 5.092, -3.042], [-1.184, -2.383, -1.646], [-1.037, -2.758, -2.953], [-2.209, -3.338, -3.358], [-3.101, -3.308, -2.252], [-2.439, -2.711, -1.213], [-0.479, -1.935, -1.089], [-0.115, -2.581, -3.480], [-2.406, -3.739, -4.339], [-4.112, -3.681, -2.222], [-2.750, -2.491, -0.205], [-3.799, 2.749, 5.755], [-4.154, 3.528, 4.687], [-4.975, 4.523, 5.147], [-5.118, 4.339, 6.548], [-4.380, 3.239, 6.893], [-3.205, 1.942, 5.710], [-3.793, 3.307, 3.695], [-5.423, 5.297, 4.546], [-5.697, 4.946, 7.225], [-4.218, 2.764, 7.846], [5.302, 1.804, -6.127], [4.774, 0.685, -6.709], [5.810, -0.154, -7.025], [7.010, 0.483, -6.612], [6.663, 1.687, -6.060], [4.767, 2.591, -5.799], [3.711, 0.584, -6.849], [5.717, -1.118, -7.498], [8.013, 0.100, -6.708], [7.265, 2.468, -5.627], [-4.841, -3.573, -6.186], [-5.339, -2.301, -6.261], [-5.400, -1.951, -7.583], [-4.922, -3.056, -8.337], [-4.588, -4.042, -7.447], [-4.684, -4.083, -5.336], [-5.606, -1.758, -5.370], [-5.748, -1.007, -7.969], [-4.835, -3.121, -9.409], [-4.192, -5.031, -7.600], [1.598, -7.037, 6.932], [1.540, -6.256, 5.807], [0.940, -5.073, 6.145], [0.629, -5.140, 7.529], [1.049, -6.361, 7.986], [1.983, -7.962, 6.977], [1.926, -6.608, 4.865], [0.747, -4.254, 5.478], [0.152, -4.377, 8.123], [1.003, -6.806, 8.966], [3.616, -8.425, 3.267], [3.967, -7.488, 2.333], [4.470, -8.148, 1.245], [4.417, -9.538, 1.530], [3.884, -9.678, 2.783], [3.223, -8.225, 4.167], [3.829, -6.437, 2.525], [4.835, -7.685, 0.342], [4.734, -10.343, 0.888], [3.673, -10.555, 3.370]], "lowdin_charge": [0.050, -0.497, 0.184, 0.114, -0.447, 0.230, -0.068, 0.032, -0.646, 0.226, 0.159, 0.094, 0.097, 0.095, 0.138, 0.136, 0.106, 0.023, -0.141, -0.107, -0.102, -0.125, 0.116, 0.088, 0.075, 0.074, 0.090, 0.002, -0.146, -0.103, -0.104, -0.150, 0.135, 0.103, 0.090, 0.087, 0.087, -0.024, -0.142, -0.107, -0.099, -0.158, 0.143, 0.106, 0.084, 0.093, 0.110, 0.010, -0.159, -0.106, -0.103, -0.157, 0.144, 0.109, 0.095, 0.094, 0.099, 0.008, -0.139, -0.118, -0.117, -0.148, 0.143, 0.106, 0.077, 0.085, 0.102, 0.002, -0.146, -0.109, -0.112, -0.142, 0.138, 0.092, 0.086, 0.089, 0.104, 0.009, -0.145, -0.115, -0.116, -0.145, 0.107, 0.104, 0.088, 0.088, 0.102, 0.001, -0.143, -0.116, -0.116, -0.145, 0.131, 0.105, 0.088, 0.088, 0.104, 0.000, -0.130, -0.097, -0.104, -0.141, 0.141, 0.088, 0.056, 0.089, 0.106, -0.001, -0.144, -0.112, -0.113, -0.143, 0.114, 0.104, 0.090, 0.090, 0.104], "charge": 0, "molar_mass_g_mol": 833.01, "energy_ha": -2747.212925, "homo_ha": -0.2993, "smiles": "CC(=O)OC(=O)COC(=O)O.c1cc[nH]c1.c1cc[nH]c1.c1cc[nH]c1.c1cc[nH]c1.c1cc[nH]c1.c1cc[nH]c1.c1cc[nH]c1.c1cc[nH]c1.c1cc[nH]c1.c1cc[nH]c1", "lumo_ev": -0.1}